No. 1
{
  "formula": "C3H7NO2",
  "method": "ωB97M-V with the def2-TZVPD basis set",
  "gap_ev": 9.5,
  "lumo_energy_ha": 0.033,
  "multiplicity": 1,
  "relative_energy_kj_mol": 298.0,
  "symbols": ["O", "C", "C", "O", "C", "N", "H", "H", "H", "H", "H", "H", "H"],
  "xyz": [[-1.64717, 0.52354, 0.20827], [-1.16429, -0.80527, 0.30182], [0.15269, -1.01302, -0.42120], [1.26248, -0.64058, 0.41061], [1.79211, 0.57419, 0.53491], [1.16119, 1.55790, -0.13286], [-1.18467, 1.06093, 0.86385], [-1.02820, -1.11682, 1.34707], [-1.92710, -1.44977, -0.14536], [0.31942, -2.07636, -0.61326], [0.15476, -0.48548, -1.38488], [1.75378, 2.36683, -0.21197], [0.35500, 1.50390, -0.75699]],
  "forces_ev_per_a": [[0.1, 0.2, 0.2], [0.0, -0.3, 0.0], [-0.2, 0.0, -0.1], [0.2, 0.1, 0.2], [-0.2, 0.0, -0.3], [0.4, -0.2, -0.1], [-0.1, -0.1, -0.1], [-0.1, 0.1, -0.2], [0.1, 0.1, 0.0], [-0.1, 0.1, 0.0], [0.1, -0.1, 0.2], [-0.4, 0.3, 0.1], [0.2, -0.2, 0.1]]
}

=====

No. 2
{
  "formula": "C3H7NO2",
  "method": "ωB97M-V with the def2-TZVPD basis set",
  "gap_ev": 10.5,
  "lumo_energy_ha": 0.029,
  "multiplicity": 1,
  "smiles": "CC=O.NC=O",
  "relative_energy_kj_mol": 113.9,
  "symbols": ["C", "C", "O", "H", "H", "H", "H", "N", "C", "O", "H", "H", "H"],
  "xyz": [[-0.38695, -0.87301, 1.14865], [-0.26590, -1.64127, 2.43205], [0.46094, -2.58598, 2.58982], [0.13108, 0.07649, 1.30097], [-1.43602, -0.66850, 0.94810], [0.07963, -1.40564, 0.32634], [-0.86907, -1.26806, 3.28367], [0.30342, 1.00454, -2.59365], [0.38656, 1.66433, -1.40631], [1.32747, 1.58081, -0.65567], [1.15872, 0.58120, -2.91893], [-0.37711, 1.27785, -3.28143], [-0.51279, 2.25726, -1.17361]],
  "forces_ev_per_a": [[0.0, -0.1, 0.3], [0.2, 0.0, -0.1], [0.0, -0.1, 0.0], [-0.1, 0.1, -0.1], [-0.1, 0.1, -0.1], [0.0, 0.0, 0.0], [-0.1, 0.1, 0.0], [0.1, 0.1, 0.0], [-0.1, -0.1, -0.1], [0.1, 0.0, 0.1], [-0.1, -0.1, -0.1], [0.0, 0.0, 0.1], [0.0, 0.0, 0.0]]
}

=====

Question: Which formula does entry 2 have?
Answer: C3H7NO2